1.
{"formula": "C27H21N6O2S6V", "method": "the ωB97M-V functional and the def2-TZVPD basis", "multiplicity": 2, "homo_lumo_gap_ha": [0.2000, 0.2267], "charge": 1, "lumo_energy_ev": [-4.8607, -4.1498], "s2": 0.82, "symbols": ["V", "C", "C", "C", "C", "C", "C", "C", "C", "C", "S", "C", "N", "H", "H", "H", "H", "H", "H", "H", "H", "S", "C", "S", "C", "N", "N", "C", "C", "C", "C", "C", "C", "S", "H", "H", "H", "H", "H", "N", "C", "C", "C", "C", "C", "C", "S", "O", "O", "N", "C", "S", "C", "C", "N", "H", "H", "H", "H", "H", "H", "H", "H"], "xyz": [[-0.7891, 0.3789, -1.0590], [-0.6605, 3.4334, -0.6380], [-1.9071, 3.0550, -1.3660], [-2.9194, 4.0001, -1.6102], [-4.0797, 3.6077, -2.2183], [-4.2705, 2.2534, -2.5651], [-5.4561, 1.7541, -3.1541], [-5.5856, 0.4152, -3.4012], [-4.5570, -0.4823, -3.0619], [-3.3910, -0.0277, -2.4980], [-2.1064, -1.1246, -2.0099], [-3.2269, 1.3551, -2.2703], [-2.0617, 1.7845, -1.7033], [-0.3974, 4.4735, -0.8202], [0.1931, 2.8209, -0.9479], [-0.8098, 3.3036, 0.4381], [-2.7592, 5.0256, -1.3110], [-4.8671, 4.3228, -2.4194], [-6.2526, 2.4450, -3.3947], [-6.4907, 0.0275, -3.8471], [-4.6933, -1.5410, -3.2376], [5.5799, 2.4413, -0.3826], [4.4028, 1.6088, -1.1544], [2.8225, 2.2850, -1.5673], [2.3143, 0.7164, -2.0927], [3.2175, -0.1946, -2.0329], [4.3850, 0.3004, -1.5481], [5.4697, -0.6250, -1.3945], [5.2239, -1.8534, -0.7970], [6.2653, -2.7561, -0.6603], [7.5339, -2.4289, -1.1132], [7.7636, -1.2033, -1.7176], [6.7310, -0.2924, -1.8673], [0.7197, 0.2975, -2.7023], [4.2256, -2.1049, -0.4685], [6.0843, -3.7182, -0.2008], [8.3458, -3.1345, -1.0010], [8.7514, -0.9535, -2.0793], [6.8978, 0.6647, -2.3362], [-2.8988, -4.3474, 4.8730], [-2.7805, -3.2061, 4.1464], [-2.7749, -3.2575, 2.7410], [-2.6234, -2.1095, 2.0040], [-2.4559, -0.8858, 2.6450], [-2.4647, -0.8143, 4.0373], [-2.6298, -1.9618, 4.7803], [-2.2654, 0.5555, 1.6897], [-2.0089, 1.6802, 2.5414], [-3.2501, 0.6403, 0.6468], [-0.8570, 0.3005, 0.8098], [0.3829, 0.2329, 1.4227], [0.7377, 0.3367, 3.0954], [2.4010, 0.1200, 2.6879], [2.5619, -0.0070, 1.3451], [1.3995, 0.0387, 0.6212], [-3.1859, -5.1958, 4.4202], [-3.0833, -4.2879, 5.8587], [-2.8975, -4.2093, 2.2412], [-2.6391, -2.1543, 0.9240], [-2.3442, 0.1415, 4.5263], [-2.6418, -1.9075, 5.8608], [3.1617, 0.1079, 3.4498], [3.5106, -0.1401, 0.8432]], "lowdin_charge": [0.495, 0.001, -0.264, 0.026, 0.053, -0.129, 0.001, -0.041, -0.060, -0.532, 0.776, -0.226, -0.007, 0.105, 0.021, 0.103, 0.129, 0.135, 0.125, 0.118, 0.118, 0.654, -1.103, 0.993, -1.040, 0.047, -0.156, -0.227, -0.024, -0.069, -0.074, -0.061, -0.034, 0.697, 0.107, 0.108, 0.109, 0.112, 0.105, 0.134, -0.301, -0.009, -0.052, -0.329, -0.065, -0.009, 0.615, -0.285, -0.282, -0.267, -0.698, 1.132, -0.344, -0.211, 0.038, 0.106, 0.108, 0.119, 0.098, 0.118, 0.120, 0.078, 0.096]}

---

2.
{"formula": "C5H18NO4", "method": "the ωB97M-V functional and the def2-TZVPD basis", "multiplicity": 2, "homo_lumo_gap_ha": [0.1832, 0.3590], "e_above_lowest_kj_mol": 121.5, "lumo_energy_ev": [0.2384, 0.2323], "s2": 0.75, "symbols": ["C", "O", "C", "C", "C", "C", "N", "H", "H", "H", "H", "H", "H", "H", "H", "H", "H", "H", "H", "H", "H", "O", "H", "H", "O", "H", "H", "O"], "xyz": [[-2.3973, -1.0263, -1.2174], [-2.0237, -1.2297, 0.1600], [-2.0109, 0.4070, -1.5593], [-0.7698, 1.0833, -0.8637], [0.4840, 0.5022, -1.4728], [2.6505, 1.6137, -1.0270], [1.5508, 1.0270, -0.6115], [-1.7296, -1.8105, -1.7244], [-3.4632, -1.3557, -1.2053], [-1.0518, -1.3761, 0.2014], [-2.8209, 1.2007, -1.4839], [-1.7128, 0.4778, -2.6520], [-0.9009, 2.1531, -1.0054], [-0.9220, 0.9852, 0.2282], [0.4256, -0.6370, -1.3980], [0.4694, 0.7637, -2.5125], [3.3235, 2.0787, -0.3103], [2.9415, 1.6780, -2.1114], [1.2672, 0.9804, 0.3872], [-1.1233, 3.0127, 2.1189], [-1.7100, 1.5679, 2.0001], [-0.9526, 2.1242, 1.8026], [1.4372, -3.0956, 2.5387], [0.8240, -3.8224, 1.4140], [0.7501, -2.9522, 1.8646], [1.9768, -0.9447, 2.3808], [3.0168, -1.5766, 1.4596], [2.3869, -0.8266, 1.5379]], "lowdin_charge": [-0.244, -0.134, -0.192, -0.228, -0.197, -0.119, -0.132, 0.128, 0.122, 0.074, 0.119, 0.110, 0.112, 0.065, 0.130, 0.108, 0.027, 0.048, 0.122, 0.049, 0.050, -0.052, 0.038, 0.061, -0.073, 0.010, 0.059, -0.060]}

---

3.
{"formula": "C15H15BN5O4S2W", "method": "the ωB97M-V functional and the def2-TZVPD basis", "homo_lumo_gap_ha": 0.2218, "charge": 3, "lumo_energy_ev": -12.4223, "symbols": ["W", "O", "C", "O", "C", "C", "C", "C", "C", "N", "C", "O", "O", "H", "H", "H", "C", "N", "C", "C", "N", "B", "N", "C", "C", "N", "C", "C", "S", "C", "S", "H", "H", "H", "H", "H", "H", "H", "H", "H", "H", "H", "H"], "xyz": [[1.0207, 0.0704, -0.6186], [1.5856, -2.8975, -3.1325], [1.7533, -1.8357, -2.8048], [1.7701, -1.4288, -1.3347], [1.5065, -0.5635, -3.6128], [1.2167, -0.7074, -4.9639], [0.7920, 0.4843, -5.5370], [0.5520, 1.6166, -4.7400], [0.7819, 1.5198, -3.3674], [1.2685, 0.4704, -2.8092], [0.3746, 2.5170, -2.3556], [-0.0642, 3.5760, -2.4709], [0.4789, 1.8706, -1.0638], [1.3290, -1.6603, -5.4567], [0.6387, 0.4634, -6.6103], [-0.0097, 2.4521, -5.1691], [3.4559, 1.6800, 3.9517], [2.1627, 0.8961, 3.8089], [1.4190, 0.1997, 4.7905], [0.4217, -0.4492, 4.0811], [0.5527, -0.1004, 2.7743], [-0.1153, -0.4852, 1.5184], [-1.5311, -0.8283, 1.4865], [-2.5781, -0.9720, 2.4700], [-3.7195, -1.0410, 1.7312], [-3.4528, -1.0231, 0.4215], [-4.4644, -1.2468, -0.6581], [-2.1211, -0.8885, 0.3365], [-1.1470, -1.0454, -1.0728], [1.6683, 0.6270, 2.6229], [2.4331, 0.7535, 1.0436], [3.5396, 2.2412, 3.0255], [4.2617, 0.9741, 3.9636], [3.4827, 2.2478, 4.8465], [1.7189, 0.2197, 5.7931], [-0.2890, -1.1755, 4.5720], [0.6697, -1.5107, 0.8241], [-0.1154, 0.7419, 0.9654], [-2.4451, -0.8413, 3.4852], [-4.7725, -1.1316, 2.0146], [-3.9152, -1.0142, -1.6023], [-5.2513, -0.5337, -0.5587], [-4.8629, -2.2410, -0.5878]], "lowdin_charge": [1.403, 0.324, -0.339, -0.316, -0.134, 0.104, 0.070, 0.122, -0.172, 0.024, -0.388, 0.299, -0.279, 0.159, 0.151, 0.164, 0.080, -0.039, 0.094, 0.027, 0.010, -0.621, 0.036, 0.094, 0.003, -0.055, 0.076, -0.630, 0.897, -0.570, 0.879, 0.081, 0.109, 0.106, 0.139, 0.176, 0.175, 0.140, 0.109, 0.174, 0.100, 0.106, 0.114]}

---

Please write out number 2 again, unchanged.
{"formula": "C5H18NO4", "method": "the ωB97M-V functional and the def2-TZVPD basis", "multiplicity": 2, "homo_lumo_gap_ha": [0.1832, 0.3590], "e_above_lowest_kj_mol": 121.5, "lumo_energy_ev": [0.2384, 0.2323], "s2": 0.75, "symbols": ["C", "O", "C", "C", "C", "C", "N", "H", "H", "H", "H", "H", "H", "H", "H", "H", "H", "H", "H", "H", "H", "O", "H", "H", "O", "H", "H", "O"], "xyz": [[-2.3973, -1.0263, -1.2174], [-2.0237, -1.2297, 0.1600], [-2.0109, 0.4070, -1.5593], [-0.7698, 1.0833, -0.8637], [0.4840, 0.5022, -1.4728], [2.6505, 1.6137, -1.0270], [1.5508, 1.0270, -0.6115], [-1.7296, -1.8105, -1.7244], [-3.4632, -1.3557, -1.2053], [-1.0518, -1.3761, 0.2014], [-2.8209, 1.2007, -1.4839], [-1.7128, 0.4778, -2.6520], [-0.9009, 2.1531, -1.0054], [-0.9220, 0.9852, 0.2282], [0.4256, -0.6370, -1.3980], [0.4694, 0.7637, -2.5125], [3.3235, 2.0787, -0.3103], [2.9415, 1.6780, -2.1114], [1.2672, 0.9804, 0.3872], [-1.1233, 3.0127, 2.1189], [-1.7100, 1.5679, 2.0001], [-0.9526, 2.1242, 1.8026], [1.4372, -3.0956, 2.5387], [0.8240, -3.8224, 1.4140], [0.7501, -2.9522, 1.8646], [1.9768, -0.9447, 2.3808], [3.0168, -1.5766, 1.4596], [2.3869, -0.8266, 1.5379]], "lowdin_charge": [-0.244, -0.134, -0.192, -0.228, -0.197, -0.119, -0.132, 0.128, 0.122, 0.074, 0.119, 0.110, 0.112, 0.065, 0.130, 0.108, 0.027, 0.048, 0.122, 0.049, 0.050, -0.052, 0.038, 0.061, -0.073, 0.010, 0.059, -0.060]}

---

Copy entry 2 word for word.
{"formula": "C5H18NO4", "method": "the ωB97M-V functional and the def2-TZVPD basis", "multiplicity": 2, "homo_lumo_gap_ha": [0.1832, 0.3590], "e_above_lowest_kj_mol": 121.5, "lumo_energy_ev": [0.2384, 0.2323], "s2": 0.75, "symbols": ["C", "O", "C", "C", "C", "C", "N", "H", "H", "H", "H", "H", "H", "H", "H", "H", "H", "H", "H", "H", "H", "O", "H", "H", "O", "H", "H", "O"], "xyz": [[-2.3973, -1.0263, -1.2174], [-2.0237, -1.2297, 0.1600], [-2.0109, 0.4070, -1.5593], [-0.7698, 1.0833, -0.8637], [0.4840, 0.5022, -1.4728], [2.6505, 1.6137, -1.0270], [1.5508, 1.0270, -0.6115], [-1.7296, -1.8105, -1.7244], [-3.4632, -1.3557, -1.2053], [-1.0518, -1.3761, 0.2014], [-2.8209, 1.2007, -1.4839], [-1.7128, 0.4778, -2.6520], [-0.9009, 2.1531, -1.0054], [-0.9220, 0.9852, 0.2282], [0.4256, -0.6370, -1.3980], [0.4694, 0.7637, -2.5125], [3.3235, 2.0787, -0.3103], [2.9415, 1.6780, -2.1114], [1.2672, 0.9804, 0.3872], [-1.1233, 3.0127, 2.1189], [-1.7100, 1.5679, 2.0001], [-0.9526, 2.1242, 1.8026], [1.4372, -3.0956, 2.5387], [0.8240, -3.8224, 1.4140], [0.7501, -2.9522, 1.8646], [1.9768, -0.9447, 2.3808], [3.0168, -1.5766, 1.4596], [2.3869, -0.8266, 1.5379]], "lowdin_charge": [-0.244, -0.134, -0.192, -0.228, -0.197, -0.119, -0.132, 0.128, 0.122, 0.074, 0.119, 0.110, 0.112, 0.065, 0.130, 0.108, 0.027, 0.048, 0.122, 0.049, 0.050, -0.052, 0.038, 0.061, -0.073, 0.010, 0.059, -0.060]}